# 1
C20H26BrN5OPtSi2 | ωB97M-V/def2-TZVPD

```
! RIJCOSX wB97M-V def2-TZVPD def2/J DEFGRID3
* xyz 2 5
Pt 0.338 0.890 0.236
C -1.208 -3.916 0.749
Si -0.402 -2.324 1.237
C 1.243 -2.657 2.045
C -1.503 -1.292 2.324
C 0.088 -1.152 -0.265
C 1.345 -1.216 -0.953
C 2.104 -2.343 -1.289
C 3.332 -2.159 -1.912
C 3.748 -0.877 -2.225
C 2.936 0.217 -1.881
N 1.791 0.041 -1.262
Si -1.458 -1.033 -1.661
C -2.966 -0.436 -0.778
C -0.874 0.129 -2.978
C -1.622 -2.734 -2.361
H -1.156 -4.591 1.608
H -0.707 -4.409 -0.085
H -2.261 -3.797 0.495
H 1.058 -2.927 3.089
H 1.919 -1.803 2.031
H 1.747 -3.503 1.574
H -1.486 -1.701 3.338
H -2.541 -1.297 1.989
H -1.175 -0.250 2.392
H 1.734 -3.332 -1.055
H 3.957 -3.009 -2.152
H 4.693 -0.701 -2.719
H 3.233 1.231 -2.114
H -2.754 0.363 -0.071
H -3.482 -1.238 -0.249
H -3.658 -0.045 -1.530
H -0.643 1.128 -2.610
H -1.690 0.219 -3.702
H -0.006 -0.259 -3.513
H -2.154 -3.422 -1.709
H -0.658 -3.173 -2.623
H -2.200 -2.642 -3.287
O 0.109 2.182 2.838
N 0.960 2.402 3.654
C 2.199 2.026 3.689
C 3.072 2.411 4.745
N 3.812 2.720 5.566
C 2.562 1.212 2.556
N 2.414 0.652 1.562
Br -2.162 7.039 -0.203
C -1.594 5.274 -0.234
C -0.470 4.908 -0.967
C -0.077 3.589 -0.953
N -0.735 2.640 -0.259
C -1.826 3.003 0.439
C -2.288 4.299 0.475
H 0.088 5.635 -1.538
H 0.781 3.261 -1.526
H -2.341 2.221 0.981
H -3.167 4.545 1.053
*
```

E	-119683.8415	eV
largest force on an atom	0.63	eV/A
HOMO energy (alpha / beta)	-14.535 / -15.263	eV

=====

# 2
C20H26Cl42FNO4S | ωB97M-V/def2-TZVPD

```
! RIJCOSX wB97M-V def2-TZVPD def2/J DEFGRID3
* xyz 0 1
C -1.350 2.716 2.399
C -1.989 1.862 1.343
O -3.166 1.784 1.168
O -1.095 1.157 0.585
C -1.278 1.333 -0.850
C 0.088 1.565 -1.486
C 0.838 2.805 -1.005
C 0.364 4.108 -1.655
N -0.830 4.594 -0.925
S -1.835 5.606 -1.723
O -3.180 5.206 -1.514
O -1.403 5.836 -3.062
F -1.652 6.949 -0.945
H -2.054 2.874 3.213
H -0.453 2.226 2.778
H -1.087 3.690 1.988
H -1.989 2.131 -1.058
H -1.646 0.384 -1.228
H 0.009 1.549 -2.575
H 0.686 0.689 -1.207
H 1.885 2.664 -1.271
H 0.793 2.891 0.084
H 0.154 3.965 -2.711
H 1.183 4.830 -1.573
H -0.577 4.975 -0.019
C 5.506 2.494 0.982
Cl 3.810 2.042 1.169
Cl 5.727 3.290 -0.574
Cl 6.026 3.525 2.315
H 6.112 1.598 0.993
C -3.376 -1.213 -4.047
Cl -4.635 -0.987 -2.835
Cl -1.814 -0.675 -3.422
Cl -3.271 -2.900 -4.543
H -3.620 -0.606 -4.908
C 1.755 -0.927 3.280
Cl 0.795 -1.698 4.541
Cl 0.686 -0.274 2.028
Cl 2.793 0.324 3.982
H 2.395 -1.680 2.838
C 2.815 4.386 3.865
Cl 1.746 3.703 5.088
Cl 1.899 5.135 2.546
Cl 3.919 5.559 4.577
H 3.404 3.581 3.443
C -2.454 -6.628 -3.515
Cl -4.090 -7.194 -3.181
Cl -2.344 -5.970 -5.150
Cl -1.957 -5.422 -2.323
H -1.780 -7.470 -3.442
C -0.458 8.944 -3.761
Cl 1.209 9.277 -4.257
Cl -0.863 9.881 -2.322
Cl -1.576 9.290 -5.076
H -0.539 7.891 -3.522
C -1.491 -3.734 7.394
Cl -0.682 -2.242 7.862
Cl -2.273 -3.542 5.824
Cl -0.371 -5.104 7.355
H -2.256 -3.952 8.128
C -2.785 3.311 -5.594
Cl -1.630 2.719 -4.400
Cl -1.968 3.751 -7.091
Cl -4.051 2.117 -5.896
H -3.253 4.199 -5.188
C 2.042 -4.039 11.373
Cl 1.418 -4.414 9.767
Cl 1.372 -2.515 11.960
Cl 1.699 -5.350 12.503
H 3.116 -3.928 11.306
C 5.480 -2.712 1.803
Cl 4.714 -3.708 0.571
Cl 5.305 -0.998 1.401
Cl 4.796 -3.050 3.394
H 6.536 -2.949 1.836
C -7.770 -7.954 -1.091
Cl -7.065 -7.988 -2.709
Cl -7.373 -6.445 -0.271
Cl -9.515 -8.194 -1.162
H -7.341 -8.768 -0.523
C 0.485 -9.718 -4.426
Cl 1.208 -9.756 -6.031
Cl 0.876 -8.206 -3.600
Cl -1.265 -9.943 -4.525
H 0.897 -10.535 -3.848
C 4.369 6.656 -4.627
Cl 4.589 5.540 -3.275
Cl 5.920 7.075 -5.352
Cl 3.272 5.974 -5.825
H 3.920 7.561 -4.239
C 0.077 -4.929 0.678
Cl 0.027 -4.215 2.289
Cl 1.533 -4.416 -0.180
Cl -0.014 -6.688 0.758
H -0.783 -4.573 0.127
*
```

E	-570335.6815	eV
largest force on an atom	1.49	eV/A
HOMO energy	-10.349	eV